Here is a cluster of 3 separate species, C34H33BrF23N2O6S in total in a non-equilibrium geometry from OMol25. Energies are from ωB97M-V with the def2-TZVPD basis set.

Summary:
DFT total energy: -7144.0699 Eh
LUMO energy: -6.083 eV

Geometry as ORCA input:
```
! RIJCOSX wB97M-V def2-TZVPD def2/J DEFGRID3
* xyz 1 1
C 1.41 -3.02 0.12
C 0.24 -2.18 -0.26
C 0.07 -0.60 0.24
O -0.04 0.30 -0.74
O 0.02 -0.33 1.69
C 1.07 0.62 2.09
C 0.53 2.17 1.95
C -0.62 2.57 3.05
C -1.34 3.98 2.54
C -0.23 5.15 2.14
C -0.98 6.57 1.71
C -2.64 6.40 1.60
N -3.43 6.80 2.80
N -4.79 6.68 2.74
C -5.69 6.15 1.65
Br -7.69 6.13 1.93
C -4.95 5.61 0.25
C -5.82 4.98 -0.98
C -5.86 3.33 -0.76
C -5.14 2.24 -1.79
C -5.15 0.59 -1.51
C -5.89 -0.07 -0.19
C -5.88 -1.69 0.12
C -6.65 1.00 0.82
C -6.64 2.65 0.54
C -3.29 5.77 0.19
S -2.24 5.29 -1.28
O -1.24 4.19 -0.76
O -3.00 4.63 -2.46
C -1.33 6.78 -2.04
F -1.92 7.00 -3.42
F -1.63 8.07 -1.31
C 0.27 6.53 -2.28
F 1.02 6.13 -1.03
F 0.85 7.88 -2.64
C 0.65 5.54 -3.53
F 0.64 6.31 -4.82
F -0.28 4.40 -3.74
F 2.03 4.96 -3.44
H 2.47 -2.86 -0.36
H 1.23 -3.86 0.93
H -0.56 -2.65 -0.96
H 1.39 0.49 3.24
H 2.02 0.54 1.41
H 0.17 2.42 0.85
H 1.44 2.90 2.16
H -1.47 1.73 2.96
H -0.26 2.61 4.16
H -2.05 3.68 1.66
H -2.03 4.35 3.43
H 0.55 5.27 3.01
H 0.41 4.84 1.18
H -0.51 7.09 0.78
H -0.79 7.31 2.63
H -5.31 7.01 3.61
H -6.94 5.35 -0.84
H -5.49 5.31 -2.06
H -4.58 2.58 -2.76
H -4.60 -0.18 -2.23
H -4.78 -1.94 0.48
H -6.64 -1.95 0.98
H -6.04 -2.28 -0.88
H -7.23 0.59 1.78
H -7.22 3.29 1.33
C 3.54 -8.33 3.89
C 3.43 -8.77 2.42
C 4.09 -7.84 1.41
F 3.55 -6.60 1.42
F 3.93 -8.31 0.14
F 2.12 -8.99 2.12
F 4.03 -10.00 2.32
O 2.41 -7.63 4.42
C 2.36 -6.23 4.15
C 1.17 -5.83 3.27
F 1.20 -6.48 2.08
F 1.20 -4.50 2.99
F 3.56 -5.84 3.64
F 2.26 -5.63 5.37
H 3.60 -9.24 4.48
H 4.48 -7.80 4.09
H 5.16 -7.75 1.60
H 0.23 -6.06 3.76
C 5.52 -2.77 -2.96
C 4.43 -3.65 -2.33
C 4.74 -5.14 -2.31
F 4.91 -5.65 -3.55
F 3.71 -5.84 -1.75
F 3.24 -3.40 -2.95
F 4.26 -3.24 -1.04
O 5.32 -2.40 -4.32
C 5.76 -3.36 -5.29
C 4.60 -3.93 -6.12
F 3.67 -4.53 -5.33
F 5.05 -4.89 -6.98
F 6.49 -4.32 -4.66
F 6.63 -2.70 -6.10
H 5.50 -1.82 -2.41
H 6.53 -3.16 -2.78
H 5.64 -5.35 -1.72
H 4.11 -3.15 -6.70
*
```